# C27H25BN12O2Ti

A molecular structure, C27H25BN12O2Ti (ωB97M-V with the def2-TZVPD basis set, the Open Molecules 2025 dataset).

Geometry as XYZ:
```
68
Properties=species:S:1:pos:R:3:mulliken_spin:R:1
Ti -0.17 -0.23 0.16 0.97
C 0.95 0.55 4.24 0.00
C 0.61 -0.36 3.24 0.01
N -0.11 0.24 2.30 -0.01
N -0.27 1.52 2.67 0.01
C 0.39 1.74 3.82 0.01
B -0.99 2.52 1.73 0.00
N -2.22 1.80 1.11 0.00
C -3.52 1.96 1.44 0.01
C -4.26 1.05 0.72 0.00
C -3.32 0.35 -0.04 0.01
N -2.10 0.82 0.20 -0.02
N 0.01 2.83 0.58 0.00
C 0.34 3.98 -0.04 0.00
C 1.28 3.70 -1.01 0.00
C 1.46 2.32 -0.95 0.00
N 0.70 1.80 0.02 0.01
N -1.46 3.73 2.50 0.00
C -2.02 3.74 3.74 0.00
C -2.63 4.95 3.92 0.00
C -2.40 5.63 2.71 0.00
N -1.72 4.89 1.85 0.00
H 1.51 0.38 5.14 0.00
H 0.86 -1.41 3.17 0.00
H 0.41 2.72 4.28 0.00
H -3.83 2.71 2.14 0.00
H -5.33 0.92 0.73 0.00
H -3.48 -0.47 -0.72 0.00
H -0.12 4.90 0.27 0.00
H 1.76 4.40 -1.68 0.00
H 2.10 1.69 -1.54 0.00
H -1.96 2.88 4.40 0.00
H -3.15 5.30 4.79 0.00
H -2.70 6.63 2.43 0.00
O -0.98 -1.92 0.21 0.00
C -0.65 -3.14 -0.19 0.01
C -1.64 -4.03 -0.61 -0.01
C -1.32 -5.30 -1.05 0.00
C 0.01 -5.72 -1.07 0.00
C 0.99 -4.86 -0.65 0.01
C 0.70 -3.57 -0.20 -0.01
C 1.74 -2.69 0.29 0.04
N 1.68 -1.36 0.43 -0.06
C 2.89 -0.94 0.92 0.03
C 3.71 -2.01 1.08 0.00
N 2.97 -3.10 0.68 0.00
H -2.66 -3.68 -0.58 0.00
H -2.11 -5.97 -1.38 0.00
H 0.26 -6.71 -1.43 0.00
H 2.03 -5.19 -0.68 0.00
H 3.09 0.10 1.13 0.00
H 4.72 -2.10 1.43 0.00
H 3.26 -4.06 0.74 0.00
N 3.58 -1.94 -3.87 0.00
C 2.68 -1.28 -4.66 0.00
O 2.92 -0.96 -5.80 0.00
C 1.37 -0.92 -4.01 0.00
C 0.27 -0.70 -4.82 0.00
C -0.93 -0.34 -4.23 0.00
C -0.98 -0.20 -2.85 0.03
N 0.09 -0.39 -2.06 -0.03
C 1.24 -0.75 -2.65 0.02
H 4.42 -2.25 -4.32 0.00
H 3.27 -2.47 -3.07 0.00
H 0.37 -0.81 -5.90 0.00
H -1.81 -0.16 -4.82 0.00
H -1.89 0.11 -2.36 -0.01
H 2.09 -0.87 -1.98 0.00
```

F_max: 0.013 hartree/bohr
orbital gap (spin up / spin down): 0.298 / 0.308 Ha
charge: +1
E_LUMO (spin up / spin down): -2.9 / -2.8 eV
energy: -2725.89381 Ha
highest occupied orbital energy (spin up / spin down): -11.0 / -11.1 eV
2S+1: 2

=====

# C27H25BiF10N3

A molecular structure, C27H25BiF10N3 (ωB97M-V with the def2-TZVPD basis set, the Open Molecules 2025 dataset).

Geometry as XYZ:
```
66
Properties=species:S:1:pos:R:3:mulliken_charge:R:1
Bi 0.14 -0.39 -0.84 1.41
C -2.96 2.66 2.49 -1.58
C -1.95 2.45 1.35 1.82
C -1.80 3.74 0.55 -2.00
C -2.35 1.26 0.49 0.56
C -2.66 1.37 -0.86 0.03
C -3.14 0.28 -1.59 -1.07
C -3.38 -0.96 -0.98 1.14
C -3.95 -2.11 -1.76 -1.66
C -3.06 -1.07 0.37 -0.94
C -2.52 -0.01 1.08 -0.47
H -2.67 3.52 3.09 0.46
H -3.02 1.80 3.15 0.35
H -3.96 2.85 2.08 0.40
H -0.99 2.22 1.81 -0.72
H -2.76 4.04 0.11 0.50
H -1.07 3.64 -0.26 0.29
H -1.47 4.55 1.20 0.36
H -2.53 2.31 -1.38 0.42
H -3.38 0.40 -2.64 0.44
H -3.20 -2.56 -2.42 0.22
H -4.78 -1.79 -2.38 0.51
H -4.31 -2.90 -1.09 0.38
H -3.23 -2.02 0.88 0.39
H -2.28 -0.14 2.13 0.34
C 3.35 -0.14 -1.38 -1.08
N 2.10 -0.25 -2.18 -0.01
C 2.12 -1.52 -2.94 -0.89
C 2.18 -2.63 -1.91 -0.83
N 1.16 -2.37 -0.88 0.05
C 0.96 -3.37 0.08 -0.73
C -0.34 -3.79 0.37 0.38
F -1.35 -3.23 -0.33 -0.13
C -0.64 -4.75 1.31 -0.08
F -1.90 -5.10 1.52 -0.30
C 0.39 -5.36 2.00 0.79
F 0.12 -6.29 2.91 -0.28
C 1.69 -4.99 1.74 -0.04
F 2.68 -5.54 2.42 -0.27
C 1.96 -4.00 0.81 0.68
F 3.24 -3.63 0.65 -0.31
C 1.87 0.99 -2.94 -0.82
C 1.66 2.14 -1.93 -0.97
N 1.10 1.60 -0.69 0.41
C 1.32 2.22 0.52 0.01
C 1.34 1.43 1.67 -0.42
F 1.08 0.10 1.51 -0.27
C 1.55 1.92 2.94 0.17
F 1.54 1.09 3.98 -0.31
C 1.77 3.27 3.12 0.65
F 1.97 3.76 4.33 -0.30
C 1.75 4.10 2.01 0.39
F 1.93 5.40 2.16 -0.31
C 1.53 3.58 0.74 0.33
F 1.46 4.44 -0.28 -0.40
H 4.21 -0.29 -2.03 0.33
H 3.37 -0.88 -0.58 0.26
H 3.43 0.84 -0.92 0.35
H 2.99 -1.57 -3.60 0.34
H 1.21 -1.58 -3.54 0.34
H 3.19 -2.72 -1.52 0.48
H 1.95 -3.58 -2.40 0.54
H 0.99 0.84 -3.57 0.32
H 2.71 1.21 -3.60 0.37
H 1.02 2.89 -2.38 0.44
H 2.62 2.63 -1.73 0.54
```

F_max: 0.008 hartree/bohr
orbital gap: 0.236 Ha
charge: +1
E_LUMO: -4.8 eV
energy: -2421.07612 Ha
highest occupied orbital energy: -11.2 eV

=====

# C27H25ClGe2N4O4SV

A molecular structure, C27H25ClGe2N4O4SV (ωB97M-V with the def2-TZVPD basis set, the Open Molecules 2025 dataset).

Geometry as XYZ:
```
65
Properties=species:S:1:pos:R:3:mulliken_spin:R:1
V -1.48 0.88 0.95 1.03
S -8.19 -1.57 -1.33 0.00
N -7.81 -0.45 -0.24 0.00
C -6.49 -0.38 -0.21 0.00
C -5.71 0.49 0.65 0.01
C -6.26 1.38 1.57 0.00
C -5.42 2.17 2.33 0.00
C -4.04 2.05 2.16 0.00
N -3.51 1.20 1.28 0.00
C -4.33 0.43 0.53 0.00
C -3.68 -0.48 -0.41 -0.02
N -2.32 -0.46 -0.43 -0.01
C -1.68 -1.29 -1.26 0.00
C -2.36 -2.16 -2.11 0.00
C -3.73 -2.18 -2.10 0.00
C -4.42 -1.33 -1.23 0.01
C -5.86 -1.26 -1.12 0.00
N -6.72 -1.99 -1.82 0.00
H -7.34 1.44 1.68 0.00
H -5.81 2.87 3.06 0.00
H -3.36 2.66 2.73 0.00
H -0.60 -1.25 -1.25 -0.02
H -1.79 -2.80 -2.77 0.00
H -4.30 -2.84 -2.75 0.00
O 0.86 0.91 1.28 -0.01
Cl 0.42 2.35 1.22 0.01
O 1.48 3.25 1.34 0.00
O -0.59 2.43 2.26 0.00
O -0.31 2.44 -0.06 0.01
C 3.02 3.36 -1.64 0.00
Ge 2.81 1.46 -1.97 0.00
C 1.17 1.07 -2.96 0.00
C 4.39 0.68 -2.80 0.00
Ge 2.65 0.13 0.11 0.00
C 3.87 0.25 1.56 0.00
C 4.14 -0.85 2.38 0.00
C 5.06 -0.74 3.41 0.00
C 5.70 0.47 3.63 0.00
C 5.44 1.57 2.83 0.00
C 4.53 1.46 1.79 0.00
C 1.74 -1.57 -0.02 0.01
C 1.04 -2.13 1.06 -0.01
C 0.40 -3.35 0.92 0.00
C 0.47 -4.04 -0.28 0.00
C 1.17 -3.51 -1.35 0.00
C 1.80 -2.28 -1.23 -0.01
H 3.28 3.83 -2.59 0.00
H 3.82 3.57 -0.93 0.00
H 2.10 3.82 -1.28 0.00
H 1.21 1.57 -3.93 0.00
H 0.29 1.44 -2.43 0.00
H 1.05 0.00 -3.14 0.00
H 4.56 1.18 -3.76 0.00
H 4.27 -0.39 -2.99 0.00
H 5.27 0.83 -2.18 0.00
H 3.65 -1.80 2.20 0.00
H 5.27 -1.59 4.03 0.00
H 6.42 0.55 4.44 0.00
H 5.96 2.51 3.01 0.00
H 4.34 2.32 1.16 0.00
H 1.01 -1.62 2.01 0.00
H -0.13 -3.78 1.76 0.00
H -0.02 -5.00 -0.38 0.00
H 1.25 -4.06 -2.28 0.00
H 2.34 -1.87 -2.07 0.00
```

F_max: 0.009 hartree/bohr
orbital gap (spin up / spin down): 0.281 / 0.282 Ha
charge: +2
E_LUMO (spin up / spin down): -6.6 / -6.6 eV
energy: -7519.33249 Ha
highest occupied orbital energy (spin up / spin down): -14.3 / -14.3 eV
2S+1: 2

=====

# C27H25F2IN2O3PReS5

A molecular structure, C27H25F2IN2O3PReS5 (ωB97M-V with the def2-TZVPD basis set, the Open Molecules 2025 dataset).

Geometry as XYZ:
```
67
Properties=species:S:1:pos:R:3:mulliken_spin:R:1
Re 0.32 -0.28 0.17 1.94
O -0.44 -1.97 1.44 0.00
S -1.70 -2.02 0.71 -0.07
O -2.86 -2.32 1.50 0.00
O -1.87 -0.91 -0.24 -0.03
C -1.50 -3.44 -0.41 0.02
C -2.42 -4.47 -0.42 0.00
C -2.27 -5.52 -1.31 0.00
C -1.20 -5.52 -2.20 0.00
C -0.28 -4.49 -2.18 0.00
C -0.43 -3.44 -1.28 -0.05
P 0.81 -2.08 -1.31 0.17
C 2.34 -2.98 -0.92 0.01
C 3.56 -2.41 -1.28 0.00
C 4.74 -2.93 -0.77 0.00
C 4.71 -4.00 0.11 0.00
C 3.50 -4.56 0.46 0.00
C 2.31 -4.06 -0.05 0.02
C 0.78 -1.79 -3.11 -0.03
C -0.30 -1.03 -3.55 0.02
C -0.42 -0.68 -4.88 0.00
C 0.56 -1.08 -5.78 0.00
C 1.63 -1.84 -5.35 0.00
C 1.74 -2.21 -4.02 0.00
H -3.24 -4.42 0.28 0.00
H -2.98 -6.33 -1.33 0.00
H -1.08 -6.33 -2.91 0.00
H 0.55 -4.47 -2.87 0.00
H 3.59 -1.55 -1.93 0.00
H 5.68 -2.46 -1.04 0.00
H 5.63 -4.37 0.53 0.00
H 3.47 -5.38 1.17 0.00
H 1.36 -4.48 0.25 0.00
H -1.03 -0.70 -2.81 -0.02
H -1.25 -0.08 -5.22 0.00
H 0.49 -0.78 -6.81 0.00
H 2.40 -2.14 -6.05 0.00
H 2.58 -2.80 -3.68 0.00
S -0.56 3.28 3.73 0.55
C -0.05 2.55 2.30 -0.03
S -0.68 1.02 1.87 0.00
S 1.02 3.53 1.46 0.55
C -4.16 -1.21 -3.30 0.00
C -4.23 -0.54 -1.96 0.00
C -4.88 -1.04 -0.87 0.00
C -4.85 -0.27 0.33 0.00
N -4.25 0.88 0.40 0.00
C -3.58 1.37 -0.65 0.00
S -2.76 2.80 -0.65 0.00
N -3.61 0.66 -1.84 0.00
C -5.50 -0.79 1.56 0.00
H -4.91 -2.00 -3.36 0.00
H -3.18 -1.65 -3.45 0.00
H -4.35 -0.48 -4.09 0.00
H -5.38 -1.99 -0.90 0.00
H -3.07 1.05 -2.60 0.00
H -6.45 -1.26 1.34 0.00
H -5.62 0.01 2.28 0.00
H -4.82 -1.54 1.97 0.00
I 2.39 1.23 -2.53 0.03
C 0.75 1.41 -1.11 -0.09
H -0.10 1.65 -1.76 0.02
H 1.01 2.33 -0.59 0.04
F 2.55 -1.39 1.49 0.01
C 2.34 -0.16 0.89 -0.05
F 2.52 0.73 1.91 0.01
H 3.22 -0.02 0.23 0.00
```

F_max: 0.073 hartree/bohr
orbital gap (spin up / spin down): 0.254 / 0.209 Ha
charge: -1
E_LUMO (spin up / spin down): 2.1 / 1.3 eV
energy: -4287.16438 Ha
highest occupied orbital energy (spin up / spin down): -4.8 / -4.4 eV
2S+1: 4

=====

# C27H25F3NO9S3

A gas-phase ion, C27H25F3NO9S3 (charge -1) (ωB97M-V with the def2-TZVPD basis set, the Open Molecules 2025 dataset).

Geometry as XYZ:
```
68
Properties=species:S:1:pos:R:3:mulliken_charge:R:1
C 0.49 -2.45 5.56 -1.33
C -0.75 -1.85 4.94 -0.37
O -0.54 -1.31 3.62 0.00
C -1.65 -0.74 3.13 -0.62
C -1.57 -0.37 1.62 3.44
C -1.62 -1.73 0.87 -0.90
C -1.81 -1.71 -0.62 0.95
C -2.06 -0.58 -1.39 0.12
C -2.13 -0.63 -2.80 -0.87
C -1.94 -1.85 -3.44 -0.50
C -1.76 -3.02 -2.69 -0.69
C -1.74 -2.96 -1.29 -0.66
O -1.37 -2.81 1.40 -0.73
C -2.92 0.29 1.41 -0.13
O -3.77 0.09 0.53 -0.69
O -3.23 1.23 2.33 -0.26
C -4.67 1.16 2.53 -0.23
C -5.05 1.80 3.83 -1.23
O -2.60 -0.65 3.89 -0.65
H 0.17 -2.92 6.51 0.41
H 0.96 -3.23 4.96 0.29
H 1.26 -1.72 5.85 0.32
H -1.50 -2.62 4.82 0.26
H -1.12 -1.02 5.55 0.36
H -2.28 0.36 -0.91 0.36
H -2.37 0.27 -3.37 0.33
H -1.95 -1.87 -4.53 0.40
H -1.67 -4.00 -3.19 0.36
H -1.66 -3.86 -0.69 0.40
H -5.10 1.68 1.67 0.39
H -5.00 0.11 2.54 0.24
H -6.14 1.72 3.88 0.39
H -4.60 1.28 4.68 0.24
H -4.77 2.86 3.86 0.31
F 4.35 0.64 1.24 -0.22
C 3.87 1.22 0.12 0.76
F 4.76 2.12 -0.32 -0.23
F 3.70 0.25 -0.85 -0.18
S 2.23 1.98 0.46 -0.06
N 1.68 2.02 -1.31 0.27
S 2.11 3.06 -2.67 1.06
C 2.96 2.02 -3.84 0.30
C 4.19 2.44 -4.33 -0.41
C 4.79 1.72 -5.36 -0.56
C 4.13 0.59 -5.88 -0.33
C 2.90 0.18 -5.37 -0.82
C 2.29 0.91 -4.35 -0.41
O 0.85 3.48 -3.23 -0.57
O 3.16 3.96 -2.30 -0.69
S 0.07 1.45 -1.31 1.49
C 0.31 0.29 -0.02 0.23
C 1.12 -0.84 -0.25 -1.30
C 1.73 -1.47 0.83 -1.05
C 1.58 -0.97 2.11 -0.65
C 0.69 0.02 2.40 -0.61
C -0.23 0.51 1.36 -0.47
O -0.85 2.43 -0.82 -0.86
O -0.19 0.77 -2.55 -0.54
H 4.67 3.31 -3.89 0.49
H 5.77 2.04 -5.71 0.37
H 4.60 0.03 -6.69 0.35
H 2.39 -0.71 -5.73 0.42
H 1.33 0.65 -3.95 0.69
H 1.26 -1.16 -1.29 0.47
H 2.38 -2.35 0.64 0.27
H 2.16 -1.41 2.92 0.50
H 0.54 0.48 3.37 0.58
H -0.84 1.40 1.48 1.00
```

F_max: 0.083 hartree/bohr
orbital gap: 0.203 Ha
charge: -1
E_LUMO: 2.4 eV
energy: -3269.80931 Ha
highest occupied orbital energy: -3.1 eV

=====

# C27H25IrN4O7S4Sb

A molecular structure, C27H25IrN4O7S4Sb (ωB97M-V with the def2-TZVPD basis set, the Open Molecules 2025 dataset).

Geometry as XYZ:
```
69
Properties=species:S:1:pos:R:3:mulliken_charge:R:1
Ir 0.87 0.86 -0.84 1.94
S 4.67 1.19 1.98 -0.63
Sb 4.32 0.79 -0.20 0.36
S 2.17 -0.96 0.21 -0.23
S 2.61 2.37 -0.86 -0.50
C 2.30 -1.35 4.16 -1.59
C 1.63 -0.31 5.06 2.03
C 2.72 0.43 5.83 -1.61
C 0.70 -1.04 6.04 -1.75
C 0.82 0.71 4.25 -0.17
C 0.06 1.68 4.93 -0.31
C -0.66 2.64 4.25 -1.45
C -0.62 2.63 2.86 0.89
S -1.42 3.70 1.76 -0.48
C -0.71 2.85 0.44 0.61
N 0.06 1.84 0.77 0.08
C 0.13 1.69 2.16 -1.46
C 0.85 0.72 2.87 1.11
C -0.88 3.18 -0.96 1.09
C -1.65 4.24 -1.43 -0.78
C -1.68 4.49 -2.79 -0.86
C -0.93 3.68 -3.65 -0.81
C -0.17 2.63 -3.16 0.04
C -0.14 2.33 -1.79 -0.71
H 2.84 -2.06 4.78 0.47
H 3.01 -0.89 3.47 0.21
H 1.57 -1.90 3.57 0.20
H 3.32 -0.28 6.41 0.44
H 2.29 1.16 6.53 0.35
H 3.38 0.96 5.15 0.30
H 1.27 -1.78 6.60 0.45
H -0.10 -1.57 5.50 0.37
H 0.24 -0.36 6.75 0.32
H 0.05 1.68 6.01 0.40
H -1.24 3.38 4.79 0.36
H 1.43 0.01 2.31 -0.02
H -2.21 4.87 -0.75 0.41
H -2.28 5.30 -3.18 0.37
H -0.93 3.89 -4.71 0.45
H 0.43 2.04 -3.85 0.49
N -2.21 -2.44 -0.37 -0.34
C -0.99 -1.86 -0.30 0.52
O -0.90 -0.64 -0.34 -0.67
C 0.17 -2.82 -0.11 -0.83
C 1.50 -2.38 -0.71 -0.56
H -3.02 -1.84 -0.40 0.29
H -2.32 -3.43 -0.34 0.18
H -0.12 -3.80 -0.52 0.53
H 0.28 -2.94 0.97 0.21
H 1.38 -2.12 -1.76 -0.10
H 2.21 -3.21 -0.65 0.45
O 2.16 -0.82 -4.58 -0.78
C 1.34 -0.53 -3.72 -0.10
O 1.61 0.05 -2.62 -0.37
C -0.09 -1.01 -3.99 0.27
C -0.25 -2.03 -4.92 -0.73
C -1.52 -2.53 -5.17 -0.27
C -2.65 -2.06 -4.55 -0.66
C -2.46 -1.03 -3.66 -0.81
C -1.22 -0.49 -3.37 0.63
N -3.64 -0.49 -2.95 1.10
O -4.62 -1.21 -2.89 -0.64
O -3.48 0.50 -2.27 -0.56
N -1.67 -3.64 -6.15 1.04
O -0.67 -4.08 -6.66 -0.61
O -2.80 -4.00 -6.41 -0.64
H 0.62 -2.42 -5.42 0.63
H -3.63 -2.47 -4.75 0.61
H -1.14 0.32 -2.66 0.87
```

F_max: 0.034 hartree/bohr
orbital gap: 0.207 Ha
charge: -1
E_LUMO: 1.2 eV
energy: -3727.00406 Ha
highest occupied orbital energy: -4.5 eV

=====

# C27H25LiN3OS

A molecular structure, C27H25LiN3OS (ωB97M-V with the def2-TZVPD basis set, the Open Molecules 2025 dataset).

Geometry as XYZ:
```
58
Properties=species:S:1:pos:R:3:mulliken_charge:R:1
Li 0.24 -1.01 -0.76 1.06
C 2.18 4.36 2.55 -1.21
C 1.67 4.12 1.16 -0.52
N 2.29 3.04 0.41 0.05
C 3.58 3.32 -0.19 -0.84
C 4.77 3.03 0.68 -0.92
C 1.79 1.75 0.56 0.43
S 2.42 0.54 -0.43 -0.54
N 0.98 1.59 1.60 -0.35
C -0.05 0.72 1.58 -0.06
O -0.41 -0.03 0.64 -0.74
C -0.84 0.60 2.84 0.65
C -2.14 0.07 2.74 -0.57
C -2.91 -0.10 3.85 -0.37
C -2.56 0.40 5.07 -0.45
C -1.31 1.04 5.16 -0.46
C -0.47 1.20 4.08 -0.23
H 1.35 4.82 3.11 0.37
H 3.07 4.95 2.67 0.38
H 2.29 3.38 3.10 0.25
H 1.70 5.01 0.54 0.46
H 0.60 3.82 1.28 0.28
H 3.50 4.37 -0.40 0.40
H 3.63 2.74 -1.14 0.41
H 4.69 3.45 1.68 0.24
H 5.67 3.43 0.21 0.40
H 4.83 1.93 0.83 0.22
H -2.52 -0.21 1.73 0.31
H -3.91 -0.62 3.76 0.28
H -3.21 0.24 5.96 0.31
H -0.94 1.35 6.12 0.38
H 0.43 1.78 4.26 0.32
C 2.74 -4.71 -1.19 -0.20
C 1.82 -5.46 -1.88 -0.85
C 0.61 -4.90 -2.25 -0.56
C 0.26 -3.56 -1.88 0.59
C 1.23 -2.87 -1.16 -0.18
C 2.47 -3.37 -0.87 -0.76
C -0.95 -2.95 -2.40 0.80
C -1.69 -3.60 -3.39 -0.78
C -2.83 -3.02 -3.84 -0.82
C -3.16 -1.74 -3.41 1.19
C -4.27 -1.05 -3.94 -0.73
C -4.56 0.23 -3.49 -0.44
C -3.67 0.90 -2.60 -0.60
C -2.53 0.24 -2.17 -0.20
C -2.30 -1.09 -2.50 -0.10
N -1.23 -1.73 -1.95 -0.30
H 3.69 -5.17 -0.82 0.25
H 2.03 -6.47 -2.18 0.35
H -0.11 -5.53 -2.76 0.17
H 3.17 -2.83 -0.28 0.41
H -1.43 -4.57 -3.77 0.23
H -3.49 -3.53 -4.54 0.38
H -4.94 -1.53 -4.71 0.26
H -5.56 0.69 -3.70 0.29
H -3.84 1.88 -2.17 0.41
H -1.90 0.63 -1.37 0.27
```

F_max: 0.079 hartree/bohr
orbital gap: 0.214 Ha
charge: -1
E_LUMO: 2.6 eV
energy: -1689.18910 Ha
highest occupied orbital energy: -3.2 eV